Density functional theory data (wB97M-V/def2-TZVPD) for a cluster of 18 separate species, C75H195N9O27 in total at a distorted geometry.

calculated total energy: -149617.351 eV
net charge: 0
HOMO-LUMO gap: 8.6 eV
HOMO energy: -8.10 eV

Bonds (Å) are listed after each position.
Element x y z (Å)
1 C -3.849 2.204 7.412  O2 1.419, H3 1.089, H4 1.075, H5 1.083
2 O -2.660 2.415 6.667  C1 1.419, H6 0.964
3 H -4.707 2.211 6.741  C1 1.089
4 H -3.875 1.283 7.964  C1 1.075
5 H -3.928 3.008 8.134  C1 1.083
6 H -2.385 1.568 6.296  O2 0.964
7 C 1.095 -3.201 4.896  O8 1.455, H9 1.098, H10 1.109, H11 1.101
8 O -0.231 -2.636 5.094  C7 1.455, H12 0.978
9 H 1.238 -4.097 5.515  C7 1.098
10 H 1.217 -3.504 3.836  C7 1.109
11 H 1.890 -2.460 5.071  C7 1.101
12 H -0.919 -3.284 4.846  O8 0.978
13 C 4.158 3.347 0.230  O14 1.408, H15 1.112, H16 1.106, H17 1.096
14 O 4.823 2.107 0.284  C13 1.408, H18 0.998
15 H 3.389 3.413 1.031  C13 1.112
16 H 4.821 4.229 0.301  C13 1.106
17 H 3.586 3.554 -0.682  C13 1.096
18 H 5.403 1.970 -0.517  O14 0.998
19 C -5.665 -0.803 7.722  O20 1.400, H28 1.123, H29 1.046, H30 1.065
20 O -4.575 -1.026 6.873  C19 1.400, C21 1.417
21 C -4.946 -1.409 5.560  O20 1.417, C22 1.529, H31 1.129, H32 1.103
22 C -3.747 -1.956 4.784  C21 1.529, N23 1.455, H33 1.104, H34 1.100
23 N -4.164 -2.659 3.581  C22 1.455, C24 1.430, H35 1.032
24 C -3.141 -2.974 2.632  N23 1.430, C25 1.483, H36 1.103, H37 1.115
25 C -2.661 -4.373 2.742  C24 1.483, O26 1.439, H38 1.100, H39 1.088
26 O -1.815 -4.445 3.903  C25 1.439, C27 1.414
27 C -1.374 -5.721 4.322  O26 1.414, H40 1.078, H41 1.082, H42 1.075
28 H -5.314 -0.484 8.741  C19 1.123
29 H -6.210 -1.686 7.854  C19 1.046
30 H -6.300 -0.007 7.409  C19 1.065
31 H -5.456 -0.568 5.006  C21 1.129
32 H -5.670 -2.240 5.592  C21 1.103
33 H -3.145 -2.674 5.368  C22 1.104
34 H -3.053 -1.155 4.491  C22 1.100
35 H -4.884 -2.123 3.073  N23 1.032
36 H -2.346 -2.211 2.570  C24 1.103
37 H -3.670 -2.996 1.650  C24 1.115
38 H -2.108 -4.789 1.887  C25 1.100
39 H -3.551 -4.982 2.888  C25 1.088
40 H -0.870 -6.177 3.485  C27 1.078
41 H -2.185 -6.358 4.649  C27 1.082
42 H -0.694 -5.577 5.143  C27 1.075
43 C 3.730 6.903 -3.505  O44 1.408, H52 1.098, H53 1.076, H54 1.127
44 O 4.803 6.364 -4.240  C43 1.408, C45 1.396
45 C 5.917 6.126 -3.433  O44 1.396, C46 1.505, H55 1.093, H56 1.068
46 C 5.947 4.761 -2.800  C45 1.505, N47 1.468, H57 1.132, H58 1.095
47 N 6.007 3.818 -3.923  C46 1.468, C48 1.450, H59 1.005
48 C 5.723 2.428 -3.621  N47 1.450, C49 1.496, H60 1.088, H61 1.115
49 C 6.823 1.629 -2.998  C48 1.496, O50 1.460, H62 1.088, H63 1.070
50 O 6.888 1.763 -1.546  C49 1.460, C51 1.413
51 C 7.731 0.829 -0.904  O50 1.413, H64 1.077, H65 1.100, H66 1.079
52 H 2.900 7.163 -4.175  C43 1.098
53 H 3.899 7.832 -2.988  C43 1.076
54 H 3.310 6.160 -2.769  C43 1.127
55 H 5.893 6.927 -2.689  C45 1.093
56 H 6.771 6.328 -4.042  C45 1.068
57 H 5.145 4.513 -2.040  C46 1.132
58 H 6.897 4.722 -2.258  C46 1.095
59 H 5.311 4.156 -4.563  N47 1.005
60 H 5.496 1.966 -4.580  C48 1.088
61 H 4.841 2.322 -2.948  C48 1.115
62 H 7.806 1.800 -3.434  C49 1.088
63 H 6.575 0.611 -3.216  C49 1.070
64 H 7.613 1.086 0.135  C51 1.077
65 H 8.772 0.909 -1.254  C51 1.100
66 H 7.483 -0.195 -1.134  C51 1.079
67 C -0.630 3.322 -5.243  O68 1.393, H76 1.106, H77 1.094, H78 1.087
68 O -0.628 3.355 -3.851  C67 1.393, C69 1.401
69 C -0.514 4.669 -3.381  O68 1.401, C70 1.507, H79 1.124, H80 1.129
70 C -0.501 4.562 -1.878  C69 1.507, N71 1.456, H81 1.096, H82 1.092
71 N 0.532 3.656 -1.398  C70 1.456, C72 1.460, H83 1.038
72 C 0.396 3.527 0.050  N71 1.460, C73 1.526, H84 1.093, H85 1.101
73 C 1.015 4.613 0.926  C72 1.526, O74 1.436, H86 1.129, H87 1.123
74 O 0.117 5.730 1.016  C73 1.436, C75 1.411
75 C 0.627 6.845 1.713  O74 1.411, H88 1.072, H89 1.078, H90 1.128
76 H -1.476 3.905 -5.651  C67 1.106
77 H -0.647 2.273 -5.554  C67 1.094
78 H 0.261 3.814 -5.624  C67 1.087
79 H -1.407 5.261 -3.724  C69 1.124
80 H 0.440 5.137 -3.761  C69 1.129
81 H -1.516 4.197 -1.683  C70 1.096
82 H -0.365 5.543 -1.418  C70 1.092
83 H 0.333 2.774 -1.907  N71 1.038
84 H 0.754 2.551 0.390  C72 1.093
85 H -0.653 3.504 0.384  C72 1.101
86 H 1.933 5.077 0.459  C73 1.129
87 H 1.313 4.217 1.933  C73 1.123
88 H 1.001 6.558 2.675  C75 1.072
89 H -0.215 7.503 1.855  C75 1.078
90 H 1.405 7.416 1.130  C75 1.128
91 C 2.291 -6.951 2.965  O92 1.407, H100 1.136, H101 1.117, H102 1.098
92 O 1.090 -7.318 2.332  C91 1.407, C93 1.390
93 C 0.658 -8.633 2.457  O92 1.390, C94 1.566, H103 1.091, H104 1.118
94 C -0.656 -8.934 1.660  C93 1.566, N95 1.453, H105 1.099, H106 1.097
95 N -0.556 -8.822 0.216  C94 1.453, C96 1.431, H107 1.001
96 C -1.729 -9.208 -0.507  N95 1.431, C97 1.512, H108 1.074, H109 1.106
97 C -1.484 -9.184 -1.999  C96 1.512, O98 1.402, H110 1.096, H111 1.138
98 O -1.022 -7.918 -2.386  C97 1.402, C99 1.361
99 C -0.687 -7.837 -3.702  O98 1.361, H112 1.099, H113 1.117, H114 1.091
100 H 3.102 -7.652 2.588  C91 1.136
101 H 2.169 -6.987 4.075  C91 1.117
102 H 2.551 -5.920 2.689  C91 1.098
103 H 0.406 -8.862 3.494  C93 1.091
104 H 1.413 -9.372 2.090  C93 1.118
105 H -1.533 -8.392 2.043  C94 1.099
106 H -0.848 -9.974 1.950  C94 1.097
107 H -0.313 -7.868 0.038  N95 1.001
108 H -2.635 -8.678 -0.281  C96 1.074
109 H -1.922 -10.239 -0.155  C96 1.106
110 H -2.427 -9.280 -2.550  C97 1.096
111 H -0.765 -10.005 -2.325  C97 1.138
112 H -0.050 -6.945 -3.788  C99 1.099
113 H -1.532 -7.624 -4.400  C99 1.117
114 H -0.169 -8.700 -4.124  C99 1.091
115 C -1.003 1.559 2.979  O116 1.392, H124 1.105, H125 1.059, H126 1.124
116 O -0.778 0.705 1.903  C115 1.392, C117 1.437
117 C -0.041 -0.474 2.269  O116 1.437, C118 1.512, H127 1.125, H128 1.120
118 C 0.025 -1.465 1.129  C117 1.512, N119 1.462, H129 1.073, H130 1.084
119 N 0.963 -1.081 0.075  C118 1.462, C120 1.467, H131 1.010
120 C 0.430 -0.191 -0.962  N119 1.467, C121 1.545, H132 1.070, H133 1.087
121 C 1.560 0.302 -1.893  C120 1.545, O122 1.384, H134 1.116, H135 1.131
122 O 1.046 1.125 -2.880  C121 1.384, C123 1.354
123 C 2.048 1.620 -3.644  O122 1.354, H136 1.078, H137 1.090, H138 1.084
124 H -1.494 0.996 3.792  C115 1.105
125 H -1.631 2.319 2.591  C115 1.059
126 H -0.087 1.968 3.486  C115 1.124
127 H -0.540 -1.027 3.113  C117 1.125
128 H 0.963 -0.146 2.639  C117 1.120
129 H -0.939 -1.628 0.688  C118 1.073
130 H 0.335 -2.386 1.609  C118 1.084
131 H 1.826 -0.733 0.471  N119 1.010
132 H -0.225 0.549 -0.551  C120 1.070
133 H -0.190 -0.817 -1.599  C120 1.087
134 H 2.074 -0.618 -2.259  C121 1.116
135 H 2.306 0.867 -1.257  C121 1.131
136 H 1.567 2.101 -4.480  C123 1.078
137 H 2.671 0.815 -4.032  C123 1.090
138 H 2.721 2.325 -3.170  C123 1.084
139 C -5.797 2.453 -5.646  O140 1.426, H148 1.115, H149 1.080, H150 1.099
140 O -6.297 1.237 -5.095  C139 1.426, C141 1.410
141 C -7.308 1.477 -4.143  O140 1.410, C142 1.500, H151 1.104, H152 1.111
142 C -7.877 0.175 -3.664  C141 1.500, N143 1.448, H153 1.086, H154 1.113
143 N -6.970 -0.759 -3.029  C142 1.448, C144 1.457, H155 0.975
144 C -6.654 -0.389 -1.656  N143 1.457, C145 1.531, H156 1.108, H157 1.087
145 C -5.730 -1.395 -0.963  C144 1.531, O146 1.380, H158 1.087, H159 1.123
146 O -4.620 -1.438 -1.782  C145 1.380, C147 1.420
147 C -3.560 -2.178 -1.193  O146 1.420, H160 1.123, H161 1.138, H162 1.085
148 H -4.798 2.247 -6.095  C139 1.115
149 H -5.752 3.251 -4.919  C139 1.080
150 H -6.476 2.756 -6.456  C139 1.099
151 H -8.110 2.056 -4.635  C141 1.104
152 H -6.860 2.144 -3.377  C141 1.111
153 H -8.313 -0.345 -4.511  C142 1.086
154 H -8.694 0.345 -2.928  C142 1.113
155 H -6.232 -1.057 -3.594  N143 0.975
156 H -7.579 -0.246 -1.063  C144 1.108
157 H -6.158 0.578 -1.664  C144 1.087
158 H -6.261 -2.332 -0.815  C145 1.087
159 H -5.414 -1.086 0.070  C145 1.123
160 H -2.821 -2.360 -2.018  C147 1.123
161 H -3.874 -3.212 -0.833  C147 1.138
162 H -3.132 -1.601 -0.381  C147 1.085
163 C 10.928 -0.843 -3.658  O164 1.430, H172 1.106, H173 1.094, H174 1.110
164 O 9.554 -0.720 -4.036  C163 1.430, C165 1.424
165 C 9.361 -0.821 -5.443  O164 1.424, C166 1.498, H175 1.101, H176 1.095
166 C 7.919 -0.571 -5.765  C165 1.498, N167 1.423, H177 1.085, H178 1.101
167 N 7.072 -1.406 -4.984  C166 1.423, C168 1.441, H179 1.031
168 C 5.659 -1.324 -5.255  N167 1.441, C169 1.519, H180 1.095, H181 1.124
169 C 4.909 -1.914 -4.075  C168 1.519, O170 1.367, H182 1.114, H183 1.108
170 O 5.146 -1.115 -2.991  C169 1.367, C171 1.405
171 C 4.780 -1.576 -1.715  O170 1.405, H184 1.113, H185 1.057, H186 1.087
172 H 11.574 -0.159 -4.239  C163 1.106
173 H 11.288 -1.875 -3.705  C163 1.094
174 H 11.015 -0.448 -2.625  C163 1.110
175 H 9.586 -1.836 -5.807  C165 1.101
176 H 9.910 -0.164 -6.126  C165 1.095
177 H 7.739 -0.816 -6.807  C166 1.085
178 H 7.582 0.472 -5.665  C166 1.101
179 H 7.251 -1.201 -3.990  N167 1.031
180 H 5.396 -1.913 -6.140  C168 1.095
181 H 5.253 -0.288 -5.416  C168 1.124
182 H 5.265 -2.956 -3.908  C169 1.114
183 H 3.830 -1.994 -4.317  C169 1.108
184 H 3.740 -1.973 -1.728  C171 1.113
185 H 4.809 -0.709 -1.112  C171 1.057
186 H 5.471 -2.379 -1.472  C171 1.087
187 C -9.411 -1.852 6.464  O188 1.424, H196 1.092, H197 1.099, H198 1.076
188 O -8.846 -0.691 5.863  C187 1.424, C189 1.433
189 C -8.551 -0.867 4.471  O188 1.433, C190 1.583, H199 1.083, H200 1.092
190 C -8.036 0.509 3.882  C189 1.583, N191 1.470, H201 1.140, H202 1.068
191 N -7.938 0.446 2.417  C190 1.470, C192 1.436, H203 1.035
192 C -7.327 1.577 1.775  N191 1.436, C193 1.467, H204 1.071, H205 1.075
193 C -5.921 1.836 2.104  C192 1.467, O194 1.439, H206 1.166, H207 1.117
194 O -5.241 0.673 1.599  C193 1.439, C195 1.409
195 C -3.921 0.441 2.033  O194 1.409, H208 1.042, H209 1.100, H210 1.130
196 H -10.410 -1.975 6.041  C187 1.092
197 H -9.478 -1.713 7.552  C187 1.099
198 H -8.814 -2.734 6.307  C187 1.076
199 H -9.453 -1.190 3.967  C189 1.083
200 H -7.792 -1.638 4.324  C189 1.092
201 H -7.073 0.842 4.393  C190 1.140
202 H -8.746 1.254 4.166  C190 1.068
203 H -7.445 -0.396 2.072  N191 1.035
204 H -7.887 2.429 2.102  C192 1.071
205 H -7.484 1.466 0.718  C192 1.075
206 H -5.638 1.978 3.225  C193 1.166
207 H -5.537 2.737 1.565  C193 1.117
208 H -3.602 -0.477 1.655  C195 1.042
209 H -3.849 0.380 3.129  C195 1.100
210 H -3.189 1.207 1.639  C195 1.130
211 C -3.521 5.621 1.304  O212 1.415, H220 1.104, H221 1.089, H222 1.081
212 O -3.022 4.791 2.336  C211 1.415, C213 1.417
213 C -2.888 5.395 3.611  O212 1.417, C214 1.537, H223 1.133, H224 1.087
214 C -1.890 4.608 4.475  C213 1.537, N215 1.416, H225 1.084, H226 1.068
215 N -0.518 4.819 4.193  C214 1.416, C216 1.400, H227 1.027
216 C 0.279 4.216 5.174  N215 1.400, C217 1.486, H228 1.094, H229 1.088
217 C 1.748 4.079 4.994  C216 1.486, O218 1.411, H230 1.111, H231 1.113
218 O 2.108 3.190 3.960  C217 1.411, C219 1.408
219 C 3.491 2.992 3.782  O218 1.408, H232 1.100, H233 1.120, H234 1.081
220 H -3.507 4.997 0.394  C211 1.104
221 H -2.830 6.427 1.059  C211 1.089
222 H -4.534 5.943 1.505  C211 1.081
223 H -3.908 5.433 4.105  C213 1.133
224 H -2.529 6.420 3.579  C213 1.087
225 H -2.128 3.551 4.500  C214 1.084
226 H -2.057 5.074 5.421  C214 1.068
227 H -0.361 4.422 3.259  N215 1.027
228 H -0.010 3.221 5.525  C216 1.094
229 H 0.158 4.827 6.066  C216 1.088
230 H 2.217 3.709 5.931  C217 1.111
231 H 2.193 5.080 4.802  C217 1.113
232 H 3.918 3.983 3.566  C219 1.100
233 H 3.603 2.242 2.957  C219 1.120
234 H 3.924 2.623 4.702  C219 1.081
235 C 0.619 -0.910 -6.132  C236 1.508, H239 1.134, H240 1.106, H241 1.108
236 C 0.289 -1.847 -4.997  C235 1.508, C237 1.505, O238 1.404, H242 1.088
237 C -0.263 -3.144 -5.523  C236 1.505, H243 1.107, H244 1.097, H245 1.109
238 O 1.501 -1.990 -4.303  C236 1.404, H246 0.963
239 H 1.019 0.081 -5.755  C235 1.134
240 H -0.253 -0.747 -6.791  C235 1.106
241 H 1.451 -1.350 -6.716  C235 1.108
242 H -0.476 -1.441 -4.338  C236 1.088
243 H 0.517 -3.587 -6.173  C237 1.107
244 H -1.166 -2.970 -6.121  C237 1.097
245 H -0.450 -3.826 -4.669  C237 1.109
246 H 1.334 -2.569 -3.551  O238 0.963
247 C 1.971 0.211 5.615  C248 1.581, H251 1.097, H252 1.106, H253 1.108
248 C 0.847 -0.129 6.673  C247 1.581, C249 1.478, O250 1.434, H254 1.098
249 C 0.906 0.723 7.878  C248 1.478, H255 1.096, H256 1.076, H257 1.074
250 O -0.401 0.084 6.001  C248 1.434, H258 0.945
251 H 1.665 1.071 5.006  C247 1.097
252 H 2.170 -0.612 4.903  C247 1.106
253 H 2.968 0.452 6.032  C247 1.108
254 H 0.873 -1.160 7.050  C248 1.098
255 H 1.864 0.628 8.402  C249 1.096
256 H 0.131 0.407 8.554  C249 1.076
257 H 0.856 1.748 7.560  C249 1.074
258 H -0.594 -0.741 5.583  O250 0.945
259 C 2.183 2.104 -8.076  C260 1.536, H263 1.107, H264 1.110, H265 1.077
260 C 2.470 3.546 -7.633  C259 1.536, C261 1.534, O262 1.447, H266 1.132
261 C 3.574 3.431 -6.574  C260 1.534, H267 1.112, H268 1.089, H269 1.103
262 O 3.017 4.332 -8.718  C260 1.447, H270 0.950
263 H 1.738 1.539 -7.234  C259 1.107
264 H 3.105 1.625 -8.465  C259 1.110
265 H 1.404 2.137 -8.820  C259 1.077
266 H 1.536 4.090 -7.299  C260 1.132
267 H 4.078 4.383 -6.297  C261 1.112
268 H 4.374 2.798 -6.952  C261 1.089
269 H 3.117 2.955 -5.690  C261 1.103
270 H 3.898 3.983 -8.790  O262 0.950
271 C -2.341 0.609 -3.711  C272 1.589, H275 1.078, H276 1.107, H277 1.121
272 C -3.380 1.497 -2.901  C271 1.589, C273 1.534, O274 1.393, H278 1.085
273 C -2.853 1.585 -1.463  C272 1.534, H279 1.113, H280 1.107, H281 1.120
274 O -3.572 2.793 -3.374  C272 1.393, H282 0.949
275 H -2.433 -0.337 -3.202  C271 1.078
276 H -1.358 1.114 -3.647  C271 1.107
277 H -2.557 0.393 -4.790  C271 1.121
278 H -4.360 1.032 -2.881  C272 1.085
279 H -3.447 2.211 -0.761  C273 1.113
280 H -1.872 2.087 -1.566  C273 1.107
281 H -2.773 0.631 -0.882  C273 1.120
282 H -2.690 3.080 -3.573  O274 0.949
283 C 5.095 -0.276 3.140  C284 1.538, H287 1.086, H288 1.097, H289 1.095
284 C 4.323 -0.888 1.958  C283 1.538, C285 1.478, O286 1.426, H290 1.069
285 C 3.584 -2.101 2.364  C284 1.478, H291 1.088, H292 1.092, H293 1.066
286 O 3.384 0.043 1.424  C284 1.426, H294 0.968
287 H 4.382 0.156 3.836  C283 1.086
288 H 5.832 0.477 2.834  C283 1.097
289 H 5.733 -1.032 3.609  C283 1.095
290 H 4.985 -1.280 1.215  C284 1.069
291 H 4.281 -2.867 2.699  C285 1.088
292 H 2.989 -2.412 1.503  C285 1.092
293 H 2.905 -1.898 3.160  C285 1.066
294 H 3.828 0.794 1.006  O286 0.968
295 C 1.758 -4.689 -0.029  C296 1.517, H299 1.093, H300 1.089, H301 1.094
296 C 0.853 -4.492 -1.232  C295 1.517, C297 1.548, O298 1.418, H302 1.094
297 C -0.643 -4.748 -0.929  C296 1.548, H303 1.071, H304 1.094, H305 1.071
298 O 1.008 -3.221 -1.842  C296 1.418, H306 0.983
299 H 1.497 -5.606 0.504  C295 1.093
300 H 1.597 -3.809 0.593  C295 1.089
301 H 2.807 -4.695 -0.340  C295 1.094
302 H 1.149 -5.258 -1.955  C296 1.094
303 H -0.998 -3.965 -0.291  C297 1.071
304 H -0.815 -5.715 -0.448  C297 1.094
305 H -1.190 -4.668 -1.846  C297 1.071
306 H 0.993 -2.588 -1.090  O298 0.983

Results of the Löwdin charge analysis, in e, for atoms 1 through 4: -0.145 -0.123 0.074 0.054